(1)
This record from the OMol25 dataset describes C52H48N2O6P2RuS2 as an isolated structure. The level of theory is ωB97M-V/def2-TZVPD.

Its charge is -1. Its HOMO-LUMO gap (alpha / beta) is 0.2546 / 0.2214 Eh. The molecular weight comes out at 1024.1 g mol⁻¹. As for the multiplicity: 2. The energy above the lowest of the compared OMol25 structures with the same formula, charge and spin is 60.9 kcal per mole. Its electronic energy is -112795.776 eV.

```
113
Properties=species:S:1:pos:R:3:forces:R:3:mulliken_spin:R:1
Ru 1.1258 0.2432 -1.3295 0.24 -0.33 -1.35 0.0212
C -0.2001 -5.7655 -5.1102 0.03 0.00 -0.02 0.0002
C -1.0327 -5.5105 -4.0327 0.00 0.01 0.03 -0.0004
C -0.8054 -4.4102 -3.2138 -0.01 -0.03 0.03 0.0136
C 0.2640 -3.5571 -3.4634 0.00 0.15 -0.15 0.0117
C 1.0951 -3.8183 -4.5556 -0.02 0.01 0.05 -0.0005
C 0.8694 -4.9156 -5.3694 -0.01 -0.01 0.02 0.0008
P 0.5896 -2.0505 -2.4652 0.18 0.18 0.24 -0.0114
C -0.6068 -2.1563 -1.1225 -0.16 -0.21 -0.13 0.4022
C -0.4706 -2.9055 0.1676 0.05 0.21 0.12 -0.1305
C -1.8159 -3.3166 0.6825 0.01 -0.05 0.02 0.3493
C -2.9683 -2.7230 0.2943 -0.01 0.00 -0.03 -0.1345
C -2.9700 -1.7551 -0.7402 0.03 0.02 0.02 0.3778
C -1.7909 -1.5344 -1.4562 -0.05 -0.03 0.01 -0.1176
C 2.2701 -2.3056 -1.8485 0.10 0.02 -0.07 0.0207
C 3.0347 -3.4669 -1.8440 -0.01 0.00 -0.02 -0.0058
C 4.3598 -3.4010 -1.4381 0.04 -0.04 0.00 0.0002
C 4.8980 -2.1722 -1.0726 -0.02 0.02 -0.05 0.0011
C 4.1128 -1.0232 -1.0448 0.08 -0.02 -0.29 0.0001
C 2.7627 -1.0566 -1.4116 -0.41 0.26 1.14 -0.0254
H -0.3837 -6.6192 -5.7504 0.01 0.00 0.00 0.0000
H -1.8670 -6.1690 -3.8242 0.00 0.01 0.00 0.0002
H -1.4666 -4.2146 -2.3776 0.00 0.01 -0.01 0.0107
H 1.9272 -3.1538 -4.7600 0.00 -0.01 -0.02 0.0004
H 1.5246 -5.1062 -6.2103 0.00 0.00 0.00 0.0001
H 0.1722 -3.7795 0.0356 0.00 -0.04 -0.07 0.0433
H -1.8518 -4.0853 1.4439 -0.02 0.03 -0.01 0.0191
H -3.9049 -3.0145 0.7568 0.00 -0.01 -0.01 0.0129
H -3.8844 -1.2613 -1.0386 -0.01 0.02 0.03 -0.0179
H -1.8207 -0.8977 -2.3324 0.02 0.04 0.00 0.0065
H 2.6001 -4.4111 -2.1550 0.00 0.02 -0.04 -0.0013
H 4.9739 -4.2935 -1.4258 0.00 0.00 0.01 -0.0002
H 5.9436 -2.1117 -0.7906 0.00 0.01 0.02 0.0001
H 4.5777 -0.0938 -0.7441 0.00 -0.01 0.07 -0.0004
N 2.2581 1.4654 -2.7472 -0.81 -0.30 0.56 0.0010
C 3.0140 2.5153 -2.1140 0.22 -0.02 -0.02 -0.0017
C 4.3000 2.7910 -2.5503 -0.02 -0.04 -0.05 -0.0015
C 5.0645 3.7514 -1.9024 -0.01 0.04 0.03 0.0011
C 4.5308 4.4274 -0.8174 0.00 -0.04 -0.03 -0.0003
C 3.2410 4.1360 -0.3858 0.03 0.04 -0.05 0.0000
C 2.4646 3.1747 -1.0194 -0.08 0.05 -0.08 -0.0006
P 0.7702 2.6450 -0.3744 0.09 0.01 0.96 0.0108
C 1.4516 1.2918 0.6351 0.30 -0.35 -0.91 0.0080
C 0.5655 0.5491 1.6065 -0.02 -0.15 -0.08 -0.0024
C 1.2361 0.3665 2.9292 0.01 -0.02 -0.02 -0.0044
C 2.5725 0.2880 3.0299 -0.01 -0.03 0.08 -0.0009
C 3.4207 0.5044 1.8926 -0.12 0.08 -0.10 -0.0047
C 2.8702 1.0642 0.7849 0.14 0.48 0.68 0.0102
C 0.4512 4.1242 0.6885 -0.09 0.03 -0.14 -0.0025
C -0.0615 5.2996 0.1428 0.00 0.00 0.01 0.0022
C -0.3715 6.3768 0.9599 0.01 0.00 0.03 -0.0017
C -0.1753 6.2936 2.3324 0.01 -0.01 -0.01 0.0013
C 0.3440 5.1294 2.8801 -0.01 -0.01 0.01 -0.0009
C 0.6562 4.0508 2.0622 0.10 0.01 -0.02 0.0045
H 2.8553 0.9345 -3.3704 0.00 -0.18 0.12 -0.0002
H 1.5041 1.8619 -3.3207 0.14 0.13 -0.23 -0.0002
H 4.7044 2.2492 -3.3990 0.01 0.00 0.01 0.0003
H 6.0677 3.9659 -2.2484 0.01 0.00 0.01 0.0000
H 5.1186 5.1710 -0.2940 0.00 0.01 0.00 -0.0001
H 2.8489 4.6471 0.4835 0.00 0.02 -0.02 0.0004
H -0.3702 1.0764 1.7578 0.02 0.03 0.07 0.0020
H 0.6126 0.3479 3.8161 0.02 -0.04 -0.01 0.0021
H 3.0274 0.1164 4.0016 0.00 0.06 0.01 -0.0008
H 4.4897 0.3497 1.9602 0.00 -0.01 0.01 0.0003
H 3.5369 1.4529 0.0367 0.02 -0.13 -0.13 0.0000
H -0.2260 5.3609 -0.9247 -0.02 0.00 0.01 -0.0002
H -0.7743 7.2831 0.5241 0.00 0.00 -0.01 -0.0002
H -0.4250 7.1319 2.9713 0.00 0.00 0.00 0.0000
H 0.5039 5.0557 3.9492 0.01 0.00 0.00 -0.0001
H 1.0775 3.1500 2.4959 -0.03 -0.04 0.00 -0.0007
O 0.1641 3.2704 -1.8600 -0.03 -0.03 -0.15 -0.0005
S -0.7481 2.5222 -2.9651 0.30 -0.15 0.06 0.0004
O -2.0694 3.0745 -2.8868 -0.08 0.03 -0.03 -0.0001
O -0.6450 1.0958 -2.5848 -0.29 0.20 0.18 0.0009
O -0.0202 2.7845 -4.1925 0.00 0.01 0.00 0.0000
C -7.2947 3.6602 3.0013 0.01 -0.02 0.00 0.0000
C -8.4324 2.9778 2.2881 0.00 0.00 -0.03 0.0000
O -9.5810 3.0930 2.6334 -0.01 0.00 0.03 0.0000
S -8.1212 1.9795 0.8381 -0.03 -0.05 0.05 0.0000
C -6.3599 1.9818 0.6267 0.02 0.06 -0.08 -0.0005
C -5.5603 1.0615 1.2993 -0.04 -0.04 0.01 0.0045
C -4.1889 1.0697 1.1178 0.00 -0.01 0.03 0.0169
C -3.5968 1.9829 0.2412 0.07 0.03 -0.05 -0.0134
C -4.4073 2.8818 -0.4561 -0.05 0.05 -0.08 0.0012
C -5.7782 2.8825 -0.2617 0.04 -0.04 0.08 0.0002
C -2.1807 2.0165 0.0627 -0.03 -0.14 0.23 0.0231
C -0.9806 2.0525 -0.0559 -0.02 0.28 -0.24 -0.0209
H -7.5539 3.7284 4.0561 -0.02 0.02 -0.01 0.0000
H -7.2047 4.6719 2.6014 0.01 -0.01 -0.02 0.0000
H -6.3408 3.1586 2.8725 0.01 -0.02 -0.01 0.0000
H -6.0189 0.3422 1.9670 0.00 0.02 0.01 -0.0007
H -3.5568 0.3700 1.6490 0.00 -0.04 -0.01 -0.0136
H -3.9442 3.5630 -1.1573 0.03 -0.02 -0.02 0.0003
H -6.4074 3.5824 -0.7962 0.01 0.00 -0.02 0.0001
O 0.0455 -0.6838 0.8905 0.14 0.16 -0.17 0.0530
C 0.3392 -2.0235 1.2985 -0.03 -0.09 0.00 0.0533
C -0.2288 -2.2990 2.7014 0.01 0.08 0.01 0.0134
C -0.1549 -3.7248 3.3106 0.00 -0.03 -0.04 -0.0045
C 0.5668 -4.8371 2.5400 0.04 0.05 0.02 0.0019
C 2.0487 -4.5555 2.2313 0.01 0.02 0.02 0.0021
C 2.4187 -3.0722 2.2481 -0.05 0.04 0.00 0.0020
N 1.7416 -2.2305 1.2975 -0.03 -0.19 -0.04 0.0260
H -1.2625 -1.9545 2.6795 0.00 -0.02 0.02 -0.0063
H 0.3068 -1.6240 3.3616 -0.05 -0.06 -0.02 0.0003
H -1.1723 -4.0721 3.5096 0.01 0.00 0.03 -0.0018
H 0.3239 -3.6428 4.2908 -0.02 0.01 0.02 0.0000
H 0.0269 -5.0630 1.6209 0.02 0.02 -0.02 -0.0015
H 0.4981 -5.7452 3.1454 -0.03 -0.02 -0.04 0.0004
H 2.3079 -4.9704 1.2528 0.02 -0.02 0.01 0.0012
H 2.6842 -5.0616 2.9659 -0.02 -0.01 0.01 -0.0005
H 3.4872 -2.9736 2.0437 0.01 0.03 0.02 -0.0002
H 2.2619 -2.6721 3.2569 0.05 0.00 0.00 -0.0009
H 2.1727 -2.1848 0.3907 0.03 0.02 -0.02 -0.0026
```
Forces are in eV/Å.

***

(2)
This record from the OMol25 dataset describes C52H49CaCl4N6O3P as an isolated structure. The level of theory is ωB97M-V/def2-TZVPD.

Its HOMO-LUMO gap is 0.2527 Eh. The molecular weight comes out at 1018.9 g mol⁻¹. As for the multiplicity: 1. Its electronic energy is -147620.255 eV.

```
116
Properties=species:S:1:pos:R:3:forces:R:3:nbo_charge:R:1
Ca 0.2274 0.5531 -0.3359 0.99 -0.08 0.38 1.7611
C 0.2810 4.7961 -2.5576 -0.02 0.17 0.00 -0.2846
C 0.0938 5.6827 -1.5061 0.00 0.01 0.06 -0.1467
C 0.1019 5.2087 -0.2070 0.01 0.09 -0.10 -0.2616
C 0.2939 3.8459 0.0436 0.02 -0.17 -0.25 0.2069
N 0.4660 2.9881 -0.9921 -0.09 0.23 0.11 -0.5606
C 0.4604 3.4654 -2.2477 0.10 -0.27 0.33 0.0614
C 0.2631 3.2816 1.4226 -0.10 -0.11 -0.01 -0.0733
C 0.5080 4.1248 2.5148 0.04 0.02 0.00 -0.2332
C 0.4055 3.6399 3.8099 -0.01 -0.08 -0.06 -0.2532
C 0.0331 2.3124 4.0074 0.07 -0.01 -0.02 -0.2279
C -0.1706 1.4833 2.9082 0.06 0.27 -0.01 -0.1934
C -0.0377 1.9104 1.5759 -0.36 0.53 0.62 -0.5764
H 0.2775 5.1245 -3.5893 0.01 -0.03 0.06 0.2244
H -0.0695 6.7372 -1.6988 0.00 -0.04 0.02 0.2160
H -0.0747 5.8872 0.6155 0.00 -0.03 -0.01 0.2214
H 0.6184 2.7366 -3.0349 0.01 -0.01 0.10 0.2092
H 0.8071 5.1612 2.3708 -0.06 -0.09 0.01 0.1920
H 0.6099 4.2896 4.6535 -0.03 -0.02 -0.03 0.2040
H -0.0808 1.9256 5.0198 0.01 0.05 -0.13 0.1983
H -0.4486 0.4520 3.1046 0.03 -0.15 0.04 0.1743
C 1.3769 -2.0557 4.5817 -0.08 0.12 -0.04 -0.6324
C -0.0655 -2.3480 4.2542 0.01 0.08 -0.07 -0.0216
C -0.9942 -2.5563 5.2677 0.01 -0.04 -0.01 -0.2144
C -2.3209 -2.8513 4.9774 0.12 0.03 0.10 -0.1987
C -2.7232 -2.9426 3.6592 -0.10 -0.02 -0.12 -0.2088
C -1.8270 -2.7315 2.6133 -0.01 0.12 -0.16 -0.0289
C -2.2988 -2.8827 1.1862 -0.02 -0.05 0.15 -0.6274
C -0.5004 -2.4159 2.9222 -0.01 0.25 0.09 0.1001
N 0.4360 -2.1057 1.8784 -0.14 0.09 -0.08 -0.4245
C 0.9986 -3.0735 1.2877 0.13 -0.11 -0.04 0.2944
C 0.7566 -4.5267 1.6193 0.09 -0.07 -0.12 -0.7080
C 1.9661 -2.8569 0.1420 0.03 -0.11 0.15 0.3079
C 3.1869 -3.7401 0.1282 0.00 -0.15 0.07 -0.7097
N 1.6715 -2.0513 -0.7950 -0.05 0.27 -0.23 -0.4805
C 2.4344 -2.2027 -2.0151 -0.07 -0.02 -0.02 0.2071
C 3.4945 -1.3612 -2.3562 -0.10 0.08 0.09 -0.0535
C 3.8873 -0.1981 -1.4899 0.10 -0.29 0.00 -0.6141
C 4.2044 -1.6261 -3.5233 0.10 0.02 0.00 -0.1980
C 3.8613 -2.6783 -4.3550 -0.01 0.00 0.03 -0.2122
C 2.7701 -3.4684 -4.0322 -0.02 -0.04 -0.05 -0.2028
C 2.0470 -3.2494 -2.8654 -0.18 0.04 0.08 -0.0594
C 0.8553 -4.1212 -2.5375 0.12 0.04 -0.02 -0.6240
H 1.5738 -2.2419 5.6387 -0.02 0.03 -0.07 0.2188
H 1.6223 -1.0101 4.3631 0.01 -0.10 -0.02 0.2383
H 2.0579 -2.6791 3.9955 -0.02 0.04 0.04 0.2049
H -0.6645 -2.4869 6.3003 -0.03 -0.04 -0.08 0.2105
H -3.0307 -3.0168 5.7799 0.03 0.04 -0.06 0.2150
H -3.7563 -3.1854 3.4206 0.12 0.06 0.03 0.2140
H -3.2888 -2.4375 1.0628 0.07 -0.02 0.00 0.2275
H -2.3780 -3.9424 0.9179 0.03 0.06 0.00 0.2151
H -1.6224 -2.4100 0.4799 -0.02 -0.02 0.06 0.2121
H -0.1411 -4.6351 2.2234 0.06 -0.05 -0.05 0.2513
H 1.5987 -4.9391 2.1830 -0.03 0.02 -0.07 0.2391
H 0.6504 -5.1101 0.7006 0.04 0.01 0.07 0.2318
H 3.5083 -3.9708 1.1453 -0.02 0.01 -0.04 0.2251
H 3.9973 -3.2422 -0.4019 -0.01 -0.04 0.03 0.2540
H 2.9836 -4.6862 -0.3859 0.02 0.08 0.06 0.2426
H 4.3997 -0.5316 -0.5844 -0.01 0.03 0.02 0.2208
H 3.0207 0.3780 -1.1840 -0.16 0.12 0.04 0.2081
H 4.5555 0.4693 -2.0322 0.00 0.01 0.00 0.2194
H 5.0469 -0.9864 -3.7750 -0.12 -0.05 0.01 0.2095
H 4.4286 -2.8744 -5.2572 -0.04 0.04 0.03 0.2149
H 2.4665 -4.2712 -4.6994 0.02 0.08 0.09 0.2095
H 0.5181 -4.6491 -3.4309 0.03 0.02 0.06 0.2214
H 0.0266 -3.5262 -2.1526 0.03 -0.05 -0.02 0.2285
H 1.0995 -4.8787 -1.7824 -0.03 0.06 -0.06 0.1974
Cl -3.3732 1.1279 -6.7925 0.04 0.01 0.03 0.0412
C -2.1979 0.8608 -5.5598 0.14 -0.02 -0.14 -0.1346
C -0.8450 0.6714 -5.8755 0.01 -0.01 0.15 -0.0554
Cl -0.3604 0.6953 -7.5283 0.03 0.01 0.04 0.0515
C 0.1050 0.4718 -4.8781 0.02 0.02 -0.06 -0.1675
Cl 1.7732 0.2681 -5.2511 0.01 -0.01 -0.02 0.0401
C -0.2442 0.4395 -3.5054 0.41 0.05 0.29 0.4096
O 0.6003 0.3026 -2.5333 -0.52 -0.03 -0.90 -0.8931
C -1.6192 0.6023 -3.2537 -0.14 -0.26 0.61 0.0715
O -1.9911 0.5436 -1.8962 0.05 0.81 -0.57 -0.4049
C -2.5728 0.8173 -4.2269 -0.21 -0.01 0.10 -0.0511
Cl -4.2155 1.0529 -3.7494 0.05 -0.07 0.00 0.0440
N 4.9925 2.6198 1.3200 -0.09 -0.14 0.07 -0.5575
C 3.6422 2.7016 1.1026 -0.04 -0.07 0.03 0.2331
N 3.0122 1.5948 1.3631 0.30 -0.37 -0.13 -0.4703
C 4.0070 0.7102 1.7889 -0.23 0.10 -0.10 0.0642
C 3.9048 -0.6316 2.1532 -0.02 -0.03 0.01 -0.2080
C 5.0683 -1.3057 2.4788 -0.07 -0.03 -0.06 -0.2375
C 6.3197 -0.6670 2.4412 0.01 0.06 -0.02 -0.2119
C 6.4375 0.6641 2.0840 -0.03 0.07 -0.01 -0.2570
C 5.2573 1.3340 1.7627 0.01 0.16 -0.09 0.1588
H 5.6576 3.3537 1.1808 0.10 0.15 -0.01 0.4178
H 3.1679 3.6131 0.7475 0.13 -0.20 0.08 0.2124
H 2.9318 -1.1098 2.1575 0.05 0.00 0.05 0.2310
H 5.0270 -2.3549 2.7550 -0.02 0.10 0.01 0.2099
H 7.2124 -1.2324 2.6862 -0.08 0.05 0.01 0.2161
H 7.4034 1.1570 2.0464 -0.08 -0.06 0.01 0.2176
O -1.4588 -1.5571 -1.9144 0.34 -2.41 -1.87 -0.2052
N -1.7119 -0.6839 -1.2395 -0.75 1.32 1.41 0.3430
C -3.6813 2.5483 0.3115 0.15 -0.05 -0.01 -0.9272
P -3.5999 0.8001 0.8983 -0.31 0.11 0.14 0.8011
C -4.9855 0.0677 -0.1046 0.17 -0.02 -0.01 -0.9429
C -4.4631 1.0329 2.5092 -0.03 -0.06 0.07 -0.3447
C -5.8244 1.3344 2.6198 0.01 0.03 0.06 -0.2210
C -6.4132 1.5176 3.8656 0.10 -0.01 -0.03 -0.2052
C -5.6438 1.4127 5.0226 -0.01 0.00 -0.11 -0.2144
C -4.2930 1.1082 4.9249 -0.03 0.01 -0.01 -0.2324
C -3.7101 0.9130 3.6765 0.02 -0.03 0.03 -0.1346
H -4.6903 2.9522 0.4169 0.03 0.01 -0.01 0.2153
H -3.3779 2.5979 -0.7373 0.01 0.00 0.05 0.2340
H -2.9832 3.1430 0.9077 -0.05 -0.04 -0.07 0.2433
H -5.6288 0.8362 -0.5346 -0.08 -0.02 0.04 0.2225
H -5.5819 -0.5926 0.5264 0.00 0.00 -0.02 0.2330
H -4.5824 -0.5270 -0.9276 0.00 0.08 0.01 0.2261
H -6.4374 1.4313 1.7262 0.09 -0.02 0.11 0.2085
H -7.4721 1.7452 3.9335 0.09 0.00 0.00 0.2092
H -6.0990 1.5713 5.9942 0.02 -0.03 -0.06 0.2107
H -3.6896 1.0204 5.8228 -0.04 0.00 -0.08 0.2119
H -2.6536 0.6681 3.6048 -0.13 0.03 0.01 0.2211
```
Forces are in eV/Å.